{
  "formula": "C51H59HfN5P",
  "method": "ωB97M-V with the def2-TZVPD basis set",
  "symbols": ["Hf", "N", "C", "C", "C", "N", "H", "H", "H", "H", "H", "H", "H", "H", "H", "H", "C", "C", "C", "C", "C", "C", "P", "C", "C", "C", "C", "C", "C", "C", "C", "C", "C", "C", "C", "C", "C", "C", "C", "H", "H", "H", "H", "H", "H", "H", "H", "H", "H", "H", "H", "H", "H", "H", "H", "C", "C", "C", "C", "C", "C", "C", "N", "C", "C", "C", "C", "C", "C", "C", "N", "C", "C", "C", "C", "H", "H", "H", "H", "H", "H", "H", "H", "H", "H", "H", "H", "H", "H", "H", "H", "H", "H", "H", "H", "H", "H", "H", "H", "C", "C", "C", "C", "C", "C", "C", "C", "N", "H", "H", "H", "H", "H", "H", "H", "H", "H"],
  "positions_angstrom": [[0.006, -0.005, 0.838], [-1.820, -0.408, 2.765], [-2.272, 0.634, 3.711], [-1.080, 1.207, 4.391], [-0.065, 1.871, 3.427], [0.883, 0.964, 2.745], [-2.623, -0.793, 2.335], [-1.395, -1.217, 3.236], [-2.943, 0.297, 4.489], [-2.699, 1.397, 3.128], [-0.574, 0.462, 5.049], [-1.379, 2.068, 5.073], [0.584, 2.503, 3.981], [-0.584, 2.473, 2.684], [1.107, 0.224, 3.416], [1.786, 1.451, 2.543], [-0.387, -3.788, 5.473], [0.691, -2.910, 5.482], [1.256, -2.462, 4.281], [0.664, -2.755, 3.036], [-0.478, -3.561, 3.044], [-0.930, -4.075, 4.224], [1.454, -2.182, 1.467], [3.234, -2.517, 1.681], [4.240, -1.763, 1.168], [5.587, -2.203, 1.088], [5.919, -3.383, 1.793], [4.906, -4.083, 2.440], [3.596, -3.675, 2.329], [0.973, -3.340, 0.167], [1.711, -4.444, -0.170], [1.204, -5.347, -1.154], [-0.053, -5.117, -1.679], [-0.812, -3.965, -1.373], [-2.063, -3.761, -1.985], [-2.735, -2.686, -1.593], [-2.196, -1.729, -0.674], [-1.007, -1.859, -0.022], [-0.290, -3.058, -0.390], [-0.841, -4.300, 6.331], [1.098, -2.653, 6.412], [2.137, -1.738, 4.289], [-0.919, -3.987, 2.145], [-1.710, -4.846, 4.119], [3.933, -0.843, 0.698], [6.233, -1.598, 0.422], [6.926, -3.763, 1.853], [5.143, -4.971, 3.089], [2.867, -4.286, 2.758], [2.705, -4.543, 0.253], [1.714, -6.314, -1.461], [-0.514, -5.846, -2.337], [-2.495, -4.527, -2.637], [-3.690, -2.454, -2.017], [-2.815, -0.893, -0.598], [-5.373, 2.792, -0.596], [-4.471, 2.716, -1.842], [-4.995, 1.632, -2.753], [-4.647, 4.060, -2.657], [-2.967, 2.489, -1.416], [-2.304, 3.550, -0.622], [-1.205, 3.266, 0.071], [-0.707, 1.974, 0.128], [-0.853, 1.266, -1.093], [-2.212, 1.447, -1.725], [0.100, 0.430, -1.628], [-0.070, -0.046, -2.924], [0.861, -0.816, -3.565], [2.039, -1.006, -2.859], [2.180, -0.561, -1.610], [1.241, 0.085, -0.876], [0.806, -1.153, -5.086], [0.187, 0.040, -5.862], [2.203, -1.558, -5.605], [-0.123, -2.373, -5.327], [-6.444, 2.806, -0.894], [-5.093, 3.735, -0.155], [-5.046, 1.903, -0.048], [-5.987, 1.870, -3.041], [-4.867, 0.647, -2.321], [-4.332, 1.637, -3.676], [-5.704, 4.314, -2.639], [-4.306, 4.013, -3.713], [-4.071, 4.861, -2.167], [-2.617, 4.556, -0.760], [-0.996, 5.167, 1.052], [-2.648, 0.557, -2.324], [-0.985, 0.186, -3.466], [3.036, -1.433, -3.068], [3.059, -0.758, -0.984], [0.675, 0.922, -5.643], [-0.868, 0.072, -5.659], [0.224, -0.346, -6.905], [2.899, -0.769, -5.466], [2.264, -1.850, -6.633], [2.604, -2.336, -4.909], [-1.149, -2.134, -5.228], [0.125, -3.193, -4.570], [0.122, -2.754, -6.389], [0.275, 5.125, 3.229], [1.279, 4.509, 2.382], [2.630, 4.367, 2.750], [3.537, 4.113, 1.764], [3.111, 4.042, 0.420], [1.767, 4.072, 0.040], [1.299, 4.001, -1.427], [0.848, 4.246, 1.086], [-0.557, 4.248, 0.843], [0.469, 4.911, 4.322], [-0.708, 4.761, 2.962], [0.295, 6.230, 3.210], [2.866, 4.555, 3.802], [4.650, 4.119, 1.876], [3.913, 3.771, -0.293], [1.733, 4.823, -1.892], [0.207, 4.236, -1.461], [1.617, 3.063, -1.923]],
  "orbital_gap_ev": 5.95,
  "e_above_lowest_kj_mol": 439.1,
  "charge": 1,
  "lumo_ev": -2.43
}